Record 1
A molecular structure, C49H43BrF4N3P3PdS in a non-equilibrium geometry, computed with ωB97M-V with the def2-TZVPD basis set.

The value obtained for the energy above the lowest of the compared OMol25 structures with the same formula, charge and spin is 1.369 eV. For the total energy, the calculation gives -6580.45491 hartree. As for the LUMO energy: -6.224 eV. The calculation puts the HOMO energy at -12.28 eV.

ORCA input file:
```
! RIJCOSX wB97M-V def2-TZVPD def2/J DEFGRID3
* xyz 2 1
Pd -1.047 -0.338 0.291
Br -2.326 -2.728 0.193
S 2.964 -2.765 -5.450
P -0.584 0.088 -1.979
P 1.281 0.175 -0.081
P -1.060 -0.640 2.587
F -3.516 -3.578 5.981
F -4.522 -5.230 4.088
F -1.983 -1.512 5.289
F -3.972 -4.806 1.494
N -2.930 0.755 0.374
N -3.047 2.094 0.372
N 1.085 -0.332 -1.783
C -3.776 -4.206 3.742
C -2.474 -2.284 4.324
C -2.990 -2.245 -4.261
C -1.875 2.428 -2.601
C -5.029 1.349 0.930
C 0.514 4.120 0.554
C 4.662 -0.733 1.975
C 1.238 -1.847 -1.819
C -2.435 3.197 4.663
C 2.806 -1.937 -3.856
C 0.416 3.768 -3.420
C 4.447 -1.945 -6.056
C 2.629 2.608 -0.436
C -1.968 3.721 -3.090
C -0.820 4.395 -3.490
C -0.715 1.879 3.627
C -1.623 0.832 3.452
C -2.940 0.984 3.871
C -3.343 2.165 4.477
C -0.780 -0.581 -4.636
C 2.726 3.988 -0.379
C -4.292 2.486 0.687
C 5.596 -0.923 0.969
C -2.191 -2.011 2.992
C -0.629 1.809 -2.499
C -1.351 -1.232 -5.713
C 1.548 -2.459 -3.176
C 1.453 1.971 -0.033
C 1.015 -0.770 4.509
C -3.262 -3.359 4.708
C -2.452 -2.064 -5.524
C 3.342 -0.454 1.651
C 3.902 -0.543 -0.697
C 0.461 -1.267 3.334
C -1.120 3.056 4.235
C 2.956 -0.375 0.316
C -2.413 -1.603 -3.171
C -2.709 -2.891 2.042
C 0.417 2.739 0.486
C -4.132 0.299 0.727
C 2.103 -1.419 5.081
C 0.513 2.472 -2.935
C 1.668 4.747 0.108
C -1.301 -0.791 -3.355
C -3.489 -3.972 2.402
C 2.610 -2.576 4.507
C 0.980 -2.427 2.753
C 5.217 -0.819 -0.363
C 2.042 -3.086 3.344
H -0.298 4.701 0.975
H -0.939 -1.098 -6.704
H 5.293 -2.118 -5.392
H 2.731 -0.856 -4.017
H 2.626 -0.277 2.443
H 0.547 -2.825 1.840
H -0.407 3.855 4.386
H -2.749 4.110 5.151
H 0.596 0.099 4.998
H 3.636 4.475 -0.704
H -3.658 0.183 3.741
H 2.051 -2.095 -1.141
H -0.465 2.244 0.873
H -3.854 -2.880 -4.120
H 0.709 -2.350 -3.858
H -6.066 1.288 1.205
H 3.688 -2.130 -3.241
H 3.443 -3.087 4.970
H -2.937 4.196 -3.177
H 4.683 -2.379 -7.026
H 5.950 -0.950 -1.148
H 4.288 -0.875 -6.185
H -4.301 -0.763 0.796
H 1.756 5.824 0.159
H 2.537 -1.030 5.992
H 2.432 -3.991 2.898
H -2.894 -2.567 -6.373
H -0.894 5.403 -3.876
H 0.074 0.068 -4.789
H 4.957 -0.798 3.014
H 3.613 -0.459 -1.735
H 6.625 -1.144 1.221
H 0.314 1.781 3.299
H -4.557 3.530 0.696
H 0.341 -2.325 -1.401
H -2.279 2.662 0.049
H -4.366 2.274 4.811
H 3.467 2.034 -0.808
H 1.648 -3.533 -2.996
H 1.307 4.284 -3.754
H -2.837 -1.735 -2.184
H -2.780 1.900 -2.319
H 1.475 1.979 -2.897
*
```



Record 2
A molecular structure, C49H44As2IrN3O4PS2 in a non-equilibrium geometry, computed with ωB97M-V with the def2-TZVPD basis set.

The value obtained for the energy above the lowest of the compared OMol25 structures with the same formula, charge and spin is 2.853 eV. For the total energy, the calculation gives -8072.28709 hartree. As for the LUMO energy: -3.467 eV. The calculation puts the HOMO energy at -10.03 eV.

ORCA input file:
```
! RIJCOSX wB97M-V def2-TZVPD def2/J DEFGRID3
* xyz 1 1
Ir -0.537 -0.678 -0.212
As 1.293 0.997 -1.061
As 1.395 -2.252 -0.616
S -3.466 0.299 -3.224
S -1.834 2.488 -1.262
P -0.677 -0.698 2.147
O -0.836 2.975 -0.337
O -1.640 2.655 -2.673
O -2.374 -4.073 1.533
O -1.048 -2.700 0.366
N -2.527 -1.254 -1.427
N -1.953 0.885 -0.915
N -7.172 4.395 0.325
C 1.319 4.497 -3.357
C 1.852 -3.984 0.066
C -2.050 -1.864 2.335
C -1.617 3.034 3.544
C -1.176 0.699 3.182
C 2.471 -6.547 0.904
C -1.854 -2.997 1.362
C 0.740 -1.392 3.030
C -1.860 2.785 4.885
C -4.403 3.238 -1.777
C 1.185 -2.679 -2.501
C 4.113 3.303 1.002
C -4.851 4.026 0.853
C 3.672 3.262 2.320
C -5.658 3.657 -1.394
C -3.772 -1.401 -3.351
C 1.093 -2.732 2.856
C 0.324 -1.923 -3.295
C 3.079 -4.233 0.664
C 1.529 -0.574 3.841
C 1.316 2.250 -2.523
C 1.311 3.619 -2.285
C 0.919 -5.006 -0.099
C -3.372 3.193 -0.840
C 1.901 -3.878 -4.463
C -1.277 1.990 2.685
C 1.309 4.011 -4.659
C 2.248 1.936 0.333
C -5.913 4.033 -0.067
C -2.598 0.015 -1.747
C 1.234 -6.290 0.319
C -3.189 -2.061 -2.337
C -3.598 3.607 0.467
C 0.245 -2.143 -4.664
C 2.527 2.551 2.643
C 1.038 -3.122 -5.248
C 1.305 2.642 -4.892
C -1.780 1.488 5.377
C -1.435 0.449 4.533
C 2.207 -3.245 3.504
C 1.825 1.882 1.649
C 3.390 -5.521 1.076
C 2.650 -1.090 4.473
C 2.991 -2.426 4.304
C 3.054 -1.263 -0.740
C 1.305 1.759 -3.823
C 3.401 2.649 0.009
C 1.974 -3.663 -3.094
C 2.797 -0.109 -1.661
H 3.355 -0.926 0.253
H 1.294 2.261 -5.906
H 3.658 0.548 -1.725
H 0.491 -3.384 2.235
H -0.437 -1.559 -5.269
H 1.284 0.691 -4.011
H 4.224 3.786 3.091
H 3.252 -0.450 5.107
H -0.047 -4.795 -0.537
H 3.742 2.701 -1.017
H -2.963 -1.337 2.051
H 0.982 -3.300 -6.315
H 3.868 -2.827 4.799
H 1.283 3.995 -1.273
H 1.297 4.701 -5.494
H -5.030 4.348 1.875
H 0.517 -7.090 0.188
H 2.714 -7.552 1.229
H 3.825 -1.924 -1.129
H -2.152 -2.228 3.352
H -4.207 2.975 -2.808
H 2.183 2.521 3.671
H -2.102 3.603 5.553
H -1.356 -0.558 4.928
H -4.373 -1.803 -4.153
H -6.463 3.696 -2.121
H -7.336 4.732 1.254
H -1.069 2.183 1.643
H -2.775 3.618 1.156
H 1.323 5.564 -3.175
H -1.682 4.048 3.165
H 2.641 -4.263 -2.488
H 2.517 -4.643 -4.920
H -7.910 4.484 -0.345
H -0.300 -1.161 -2.845
H 2.578 -0.465 -2.665
H 5.014 3.848 0.748
H 4.352 -5.720 1.530
H -1.973 1.290 6.424
H 3.793 -3.432 0.810
H 2.455 -4.293 3.385
H 1.258 0.462 3.989
H 0.946 1.315 1.889
H -3.218 -3.130 -2.176
*
```



Record 3
A molecular structure, C49H44N8O4S2TeV, computed with ωB97M-V with the def2-TZVPD basis set.

Its expectation value of S² is 0.794. For the total energy, the calculation gives -4641.12818 hartree. As for the LUMO energy (spin up / spin down): 0.144 / 0.136 eV. The calculation puts the HOMO energy (spin up / spin down) at -6.35 / -5.27 eV.

ORCA input file:
```
! RIJCOSX wB97M-V def2-TZVPD def2/J DEFGRID3
* xyz 0 2
Te 2.737 2.139 -3.138
V -0.603 0.270 -0.016
S -0.434 2.729 -0.844
S -1.412 -0.380 -3.564
O 1.994 -0.669 -3.407
O -2.310 0.535 -4.304
O -2.602 3.308 3.741
O -0.567 0.824 1.829
N 1.556 0.569 0.020
N -0.449 -1.843 0.582
N -1.588 -0.206 -1.932
N -2.634 3.373 0.464
N 0.021 -5.786 1.887
N -3.449 -5.917 -4.557
N -2.674 -0.008 -0.015
N -3.954 -0.662 -1.920
C -3.052 2.608 -1.725
C -4.390 2.755 -1.490
C -1.966 -4.402 -3.386
C -1.405 -0.007 4.506
C -3.105 -2.248 -4.720
C -3.011 -4.624 -4.284
C -0.408 2.569 3.360
C 2.376 5.038 4.162
C 0.791 -3.498 1.796
C -5.024 -0.722 -1.124
C 1.502 2.042 1.954
C -2.298 1.024 4.224
C 5.796 -0.259 -5.126
C -2.812 -0.303 -1.342
C 5.835 2.322 0.614
C 4.327 0.303 1.758
C -4.865 3.229 -0.248
C -1.878 -1.236 4.939
C -0.148 -4.487 1.483
C -3.571 -3.530 -4.950
C -3.665 0.817 4.392
C 1.796 0.328 -2.431
C 4.540 1.152 -3.628
C -2.074 -2.039 -3.819
C -4.982 -0.450 0.232
C -1.831 2.363 3.753
C -3.955 3.527 0.715
C -1.348 -2.792 0.291
C 3.697 1.287 1.004
C 2.182 3.080 2.596
C 6.836 0.591 -3.137
C 0.289 3.635 3.916
C -3.743 -0.098 0.759
C 0.601 -2.220 1.324
C 5.657 1.244 -2.803
C 5.704 0.317 1.924
C 6.461 1.331 1.354
C 0.165 1.777 2.346
C 2.272 -0.144 -1.046
C 4.620 0.399 -4.797
C 2.196 1.265 0.905
C -3.244 -1.442 5.085
C -2.114 2.915 -0.706
C 4.458 2.299 0.431
C -4.137 -0.415 4.815
C 1.599 3.899 3.554
C -1.500 -3.117 -3.165
C 6.906 -0.163 -4.298
C -1.239 -4.103 0.700
H -4.379 -3.693 -5.655
H -1.510 -5.242 -2.873
H -5.955 -1.009 -1.604
H 5.845 -0.845 -6.035
H 7.698 0.671 -2.484
H -3.595 0.114 1.813
H -5.920 3.348 -0.050
H 0.751 0.639 -2.384
H 2.628 5.791 3.411
H -3.612 -2.405 5.416
H -4.343 1.635 4.183
H 3.972 3.063 -0.156
H -5.201 -0.576 4.937
H -5.863 -0.511 0.855
H -1.968 3.583 1.200
H -2.192 -2.488 -0.312
H -3.272 -6.599 -3.840
H 6.420 3.120 0.171
H -1.181 -2.035 5.157
H 7.825 -0.674 -4.560
H 3.209 3.280 2.320
H -0.344 0.156 4.374
H 2.006 -1.205 -0.966
H -2.000 -4.817 0.411
H -0.689 -2.957 -2.459
H -0.211 4.256 4.653
H 1.665 -3.727 2.394
H 3.355 -0.071 -0.964
H 3.312 4.691 4.605
H -5.093 2.495 -2.272
H 1.143 -1.103 -3.557
H 5.604 1.822 -1.890
H -4.194 3.883 1.708
H 3.754 0.321 -5.441
H -4.378 -5.986 -4.938
H 0.674 -5.968 2.629
H 1.313 -1.437 1.556
H -3.541 -1.388 -5.214
H 3.733 -0.476 2.224
H 1.800 5.532 4.945
H -2.676 2.223 -2.664
H 7.535 1.348 1.491
H 6.186 -0.460 2.506
H -0.779 -6.393 1.867
*
```



Record 4
A molecular structure, C49H45BaN14O3 in a non-equilibrium geometry, computed with ωB97M-V with the def2-TZVPD basis set.

The value obtained for the energy above the lowest of the compared OMol25 structures with the same formula, charge and spin is 0.197 eV. For the total energy, the calculation gives -2911.99163 hartree. As for the LUMO energy: -3.204 eV. The calculation puts the HOMO energy at -9.17 eV.

ORCA input file:
```
! RIJCOSX wB97M-V def2-TZVPD def2/J DEFGRID3
* xyz 1 1
Ba -0.070 -0.229 1.370
O 1.430 -0.458 -0.336
O -2.844 -5.867 -3.061
O 1.900 7.823 0.548
N 1.780 2.098 1.844
N 1.043 -1.095 4.034
N 3.503 -5.141 -2.564
N -1.924 -2.019 -0.289
N -1.832 -0.667 3.721
N -1.674 2.397 2.327
N -8.012 3.231 -3.624
N 2.731 -6.004 -3.002
N -1.343 5.071 1.621
N 1.842 5.574 0.764
N 1.202 -2.756 1.054
N -4.030 -3.843 -0.421
N 3.882 6.730 0.440
N -2.705 0.669 0.331
C 3.189 -2.727 -2.579
C 2.326 -3.981 -0.714
C -4.523 0.317 -1.184
C -7.975 1.953 -3.263
C -1.255 -1.258 4.930
C -3.577 -7.067 -2.878
C -3.194 -1.609 -0.355
C -5.923 2.211 -2.052
C 3.516 3.191 3.058
C 2.763 2.073 2.744
C -2.183 2.878 1.188
C 1.289 -5.871 -2.932
C -4.820 1.673 -1.218
C 1.524 -5.129 1.240
C 3.243 4.394 2.430
C 1.543 3.245 1.218
C 2.656 -1.535 -2.060
C 4.189 4.716 -0.918
C 6.747 4.421 0.098
C 4.975 3.640 -1.293
C 0.575 -4.731 -3.293
C 1.060 -3.885 1.706
C 1.832 -2.778 -0.158
C -0.804 -4.771 -3.316
C -2.994 1.974 0.319
C -0.926 4.605 2.790
C 6.264 3.469 -0.794
C -4.238 -2.529 -0.404
C 0.164 -0.772 5.166
C 4.673 5.636 0.004
C 0.611 -7.040 -2.634
C -1.973 4.210 0.830
C -4.037 2.508 -0.426
C -1.714 -3.327 -0.359
C 2.156 -5.172 0.031
C -0.780 -7.085 -2.634
C 2.234 4.430 1.471
C -7.013 4.003 -3.212
C -1.488 -5.942 -2.985
C 2.519 6.780 0.589
C 7.100 2.292 -1.209
C -5.959 3.549 -2.432
C 1.960 -1.523 -0.860
C -2.765 -4.236 -0.426
C -3.479 -0.146 -0.391
C -1.068 3.265 3.127
C 5.960 5.488 0.505
C -6.966 1.400 -2.490
C 2.971 -3.928 -1.967
H 3.798 5.286 2.682
H 0.518 -1.189 6.114
H -2.559 -5.298 -0.466
H 1.182 -7.937 -2.428
H -5.176 4.248 -2.169
H -5.063 -0.389 -1.797
H 1.082 -3.822 -3.581
H 2.964 1.120 3.221
H 3.740 -2.699 -3.512
H 0.537 -3.841 2.660
H 7.753 4.327 0.489
H 1.378 -6.019 1.835
H 1.123 -2.103 3.936
H -2.745 -1.065 3.528
H 4.304 3.123 3.795
H 8.143 2.426 -0.924
H -4.263 3.561 -0.349
H -1.248 -2.345 4.801
H 0.164 0.316 5.292
H -4.623 -6.802 -2.993
H 4.286 7.653 0.418
H -0.436 5.295 3.467
H -0.688 -3.676 -0.358
H 0.844 5.728 0.691
H -3.303 -7.812 -3.629
H -5.268 -2.195 -0.397
H -7.045 5.042 -3.518
H 0.770 3.241 0.453
H -0.652 2.897 4.059
H -3.419 -7.487 -1.880
H -2.299 4.580 -0.135
H 4.582 2.925 -2.007
H 7.064 2.144 -2.289
H -1.843 -1.059 5.831
H 6.744 1.371 -0.742
H -1.282 -8.015 -2.407
H -7.028 0.353 -2.225
H 1.986 -0.779 4.231
H 6.342 6.209 1.219
H 2.540 -6.105 -0.359
H -8.795 1.329 -3.602
H -1.990 0.331 3.837
H 3.199 4.842 -1.338
H -1.378 -3.907 -3.627
H 2.791 -0.603 -2.592
*
```



Molar mass / g/mol: 1061.2, 1176.1, 1051.6, 1015.3